[1]
This record from the OMol25 dataset describes a cluster of 9 separate species, C36H72O27 in total. The level of theory is ωB97M-V/def2-TZVPD.

Geometry as XYZ:
```
135
Properties=species:S:1:pos:R:3:forces:R:3
O 11.37377 -23.41623 -18.81072 0.4 -0.1 -0.2
O 8.53644 -25.55404 -13.37520 -0.4 -0.3 0.3
O 9.58228 -24.50833 -17.97636 -0.3 0.0 0.2
O 4.53176 -24.23868 -12.89473 0.1 -0.1 -0.3
O 5.23869 -22.58271 -11.52736 0.1 -0.3 0.2
O 16.01819 -22.21420 -12.99782 0.2 0.0 -0.1
O 6.52551 -19.04113 -15.90555 -0.2 0.0 0.0
O 8.69123 -24.92288 -9.73658 0.0 0.3 0.6
O 7.84225 -26.51060 -8.36226 0.2 0.1 0.0
O 13.88761 -22.45272 -13.71292 -0.5 -0.2 0.0
O 13.17377 -20.84039 -9.40510 0.0 -0.1 0.0
O 8.25611 -18.54100 -17.26719 0.6 -0.2 0.1
O 11.92389 -20.41480 -11.23325 -0.2 0.0 -0.2
O 14.30947 -22.76441 -11.63484 -0.4 0.0 0.0
O 7.04470 -24.39940 -8.44756 0.1 0.0 -0.4
O 11.24380 -29.84301 -13.37781 0.1 0.0 -0.1
O 12.08778 -27.75127 -13.42229 0.3 0.2 0.3
O 2.97709 -25.79174 -17.21797 -0.2 0.1 -0.1
O 2.69064 -27.01391 -18.97062 -0.4 0.3 0.0
O 9.40095 -22.40832 -18.36739 -0.1 -0.2 0.0
O 11.14425 -21.77638 -9.77197 -0.3 -0.3 -0.2
O 4.78710 -26.39623 -18.41016 0.2 0.0 0.0
O 9.81643 -23.94545 -12.83937 -0.4 0.3 0.5
O 10.35816 -25.12252 -14.67569 -0.3 -0.1 -0.1
O 8.47891 -20.16651 -15.89290 0.7 -0.2 -0.1
O 11.88511 -28.74415 -11.51639 0.3 0.3 0.1
O 3.21536 -23.29269 -11.31794 0.2 0.4 -0.1
C 8.05091 -26.58540 -14.25663 1.0 -0.5 -0.3
C 8.57121 -20.71370 -19.86576 0.4 0.5 -0.1
C 14.85768 -22.45978 -12.81174 0.2 0.1 0.0
C 7.63846 -19.23476 -16.31275 -0.3 0.1 0.1
C 6.41185 -24.46225 -6.11173 -0.1 -0.2 0.5
C 14.20702 -22.33144 -15.11017 0.0 0.3 0.0
C 11.70480 -28.87532 -12.82661 -0.4 -0.2 -0.1
C 11.96788 -27.73454 -14.84214 -0.1 -0.7 -0.3
C 9.63555 -24.90650 -13.73313 0.4 0.2 -0.1
C 7.12777 -22.15589 -15.74181 -0.1 -0.6 -0.2
C 13.81627 -20.95270 -15.60328 0.2 -0.2 -0.5
C 12.92911 -19.53655 -11.75135 0.0 0.1 0.3
C 9.98965 -22.20186 -7.69941 0.1 -0.9 0.3
C 4.35421 -23.44705 -12.00673 -0.3 0.2 0.2
C 7.96612 -21.15364 -14.99318 -0.7 -0.2 0.5
C 12.18449 -21.00828 -10.07282 0.2 0.2 0.2
C 10.13992 -29.87330 -10.27080 0.0 -0.1 0.2
C 9.76188 -21.22302 -19.06613 0.1 0.8 -0.6
C 7.53947 -22.10068 -11.02493 0.3 0.0 0.5
C 11.19135 -22.53106 -8.54682 0.8 -0.2 -0.1
C 3.84459 -25.17270 -16.27149 0.3 -0.2 0.6
C 11.58669 -29.89068 -10.70329 0.1 -0.2 0.0
C 3.59780 -26.39687 -18.22294 0.2 -0.2 0.0
C 5.99172 -24.72054 -7.54225 -0.5 0.0 0.8
C 2.05562 -23.92824 -11.83762 -0.1 -0.5 0.0
C 3.15564 -27.60521 -20.18996 0.7 -0.5 0.3
C 2.01759 -27.68808 -21.15741 -0.3 -0.1 -0.2
C 10.86059 -23.00698 -13.05958 0.5 0.3 -0.6
C 15.22327 -22.84860 -10.55423 0.7 -0.2 0.7
C 7.86392 -25.38872 -8.79920 -0.3 -0.3 0.0
C 9.84855 -25.70324 -9.95764 1.0 -0.3 -0.7
C 10.23815 -23.44518 -18.42919 -0.2 0.0 0.2
C 7.60348 -17.44909 -17.87464 -0.3 0.5 -0.7
C 7.19955 -25.97388 -15.33544 -0.5 0.4 0.1
C 10.27578 -25.75698 -17.92572 0.6 0.3 0.0
C 6.59715 -22.82533 -11.94779 0.5 0.2 -0.5
H 8.05322 -21.49720 -20.41415 0.0 -0.2 0.2
H 7.73808 -22.71918 -10.15359 -0.2 0.2 0.2
H 6.63964 -17.20475 -17.43616 0.0 -0.2 0.2
H 15.94972 -23.64306 -10.73042 0.0 0.1 -0.1
H 6.52418 -26.68037 -15.81420 0.2 -0.2 -0.1
H 10.52023 -25.09259 -10.55880 -0.2 0.0 -0.1
H 10.96782 -22.79046 -14.12565 -0.1 -0.1 0.0
H 6.55936 -25.22775 -14.85283 0.0 -0.1 0.0
H 8.52444 -21.94026 -11.46510 -0.1 -0.1 -0.3
H 12.32682 -28.67502 -15.26345 0.1 0.1 0.1
H 6.75859 -22.95527 -15.09383 -0.1 0.3 0.2
H 11.25589 -23.58842 -8.81438 -0.4 0.0 -0.1
H 7.11465 -25.21887 -5.75898 0.3 0.2 -0.2
H 12.39752 -18.78950 -12.33240 0.0 -0.1 -0.1
H 7.53391 -27.33174 -13.65710 -0.3 0.4 0.3
H 13.92948 -20.93523 -16.69171 0.0 0.0 0.1
H 11.33984 -25.61310 -17.73177 -0.1 0.2 0.0
H 13.61644 -20.10546 -12.37198 0.0 0.0 -0.1
H 8.24872 -16.57246 -17.83306 0.1 -0.1 0.2
H 14.67586 -23.07065 -9.64329 -0.3 0.0 -0.2
H 2.31250 -24.56592 -12.68045 0.0 0.0 0.0
H 9.83760 -21.12999 -7.62826 -0.1 0.0 0.0
H 3.20595 -24.72448 -15.51809 0.0 0.2 -0.1
H 9.47287 -29.90669 -11.13062 0.0 0.0 0.0
H 9.62993 -26.61655 -10.50876 -0.2 0.0 0.0
H 1.51946 -26.72688 -21.28169 0.2 0.1 -0.1
H 15.26481 -22.53627 -15.25997 0.0 0.0 0.0
H 7.16570 -21.12317 -10.72071 -0.2 0.0 0.0
H 9.86046 -26.29788 -17.08410 -0.2 -0.2 -0.2
H 12.77086 -20.74328 -15.38319 0.0 0.1 0.1
H 10.09287 -20.46045 -18.35910 -0.2 -0.1 0.2
H 1.32701 -23.18354 -12.14983 0.1 0.1 0.1
H 7.37946 -20.66449 -14.21232 0.0 0.1 -0.1
H 8.95981 -20.02385 -20.62257 0.0 0.0 0.1
H 6.81157 -23.45695 -5.98373 0.2 0.0 0.0
H 12.27483 -29.80681 -9.86384 -0.1 0.1 0.1
H 13.61430 -23.09424 -15.61157 0.0 -0.1 0.1
H 1.25834 -28.40183 -20.83575 0.1 0.0 0.1
H 10.60055 -21.37010 -19.74619 0.0 -0.5 0.1
H 8.80373 -21.64176 -14.49800 0.3 0.2 -0.3
H 10.17951 -26.25469 -18.88817 -0.2 -0.2 0.1
H 5.56048 -24.55441 -5.43032 -0.1 0.1 -0.2
H 4.01889 -27.05368 -20.56346 -0.2 0.2 -0.1
H 9.10601 -22.72754 -8.06186 -0.1 0.4 -0.3
H 11.82266 -23.37451 -12.70962 -0.1 -0.1 0.2
H 8.93805 -27.11558 -14.61852 -0.2 0.1 -0.3
H 9.93100 -30.74401 -9.64572 0.0 0.0 0.0
H 6.27122 -21.66719 -16.20351 0.0 0.0 -0.1
H 10.92019 -27.64960 -15.11355 0.0 0.3 -0.1
H 3.54397 -28.59725 -19.93616 -0.1 0.0 -0.1
H 12.15515 -22.34185 -8.06955 -0.3 0.4 0.2
H 10.40823 -25.96064 -9.05662 -0.5 0.0 0.3
H 1.64325 -24.53543 -11.03333 -0.1 0.0 -0.1
H 13.46957 -19.05205 -10.94080 0.0 -0.1 0.0
H 14.46919 -20.17790 -15.20422 -0.1 0.0 0.2
H 6.79368 -23.89618 -11.95441 0.0 0.0 0.0
H 7.71369 -22.68716 -16.49437 0.0 0.3 -0.2
H 15.75600 -21.91597 -10.37357 -0.1 0.1 -0.3
H 10.59614 -22.08777 -12.54578 0.0 -0.1 0.2
H 10.15443 -22.63034 -6.70495 0.1 0.3 0.1
H 4.45826 -25.92712 -15.78184 -0.1 0.0 0.0
H 5.66417 -25.75583 -7.62724 0.2 0.0 -0.4
H 4.52808 -24.44680 -16.71021 -0.2 0.1 -0.2
H 2.39945 -28.03070 -22.11930 0.0 0.1 -0.1
H 7.88925 -20.13846 -19.24301 -0.2 -0.3 0.0
H 5.16252 -24.07037 -7.81570 0.1 0.0 -0.1
H 9.92311 -28.98175 -9.68193 0.0 0.0 0.0
H 6.72538 -22.46403 -12.96820 -0.3 0.0 0.0
H 11.85174 -30.79735 -11.24766 -0.2 0.1 -0.1
H 7.46420 -17.68708 -18.93239 -0.1 -0.1 0.1
H 7.76654 -25.44561 -16.09972 0.2 -0.1 0.0
H 12.55478 -26.90141 -15.20341 -0.1 0.2 0.1
```
Positions in Å, forces in eV/Å.

LUMO energy (hartree): 0.0230
HOMO energy (eV): -10.7286
Energy (eV): -93784.4347
Relative energy (zero: lowest compared OMol25 entry of this formula, charge and spin) (kcal/mol): 0.0
Net charge: 0
Orbital gap (eV): 11.354
SMILES string: CCOC(=O)OC.CCOC(=O)OC.CCOC(=O)OC.CCOC(=O)OC.CCOC(=O)OC.CCOC(=O)OC.CCOC(=O)OC.CCOC(=O)OC.CCOC(=O)OC



[2]
This record from the OMol25 dataset describes a structure of composition C44H30Br2FeINOP2S2. The level of theory is ωB97M-V/def2-TZVPD.

Geometry as XYZ:
```
84
Properties=species:S:1:pos:R:3:forces:R:3
I 1.80366 0.51373 4.13483 0.0 -0.1 0.1
Br -5.21260 2.80989 3.92995 0.0 0.0 0.0
Br -3.53197 -2.54456 3.30939 0.0 0.0 0.0
Fe 0.72258 -0.38492 1.67063 -0.1 0.5 -0.2
S 2.79916 0.16519 0.65838 -0.1 0.2 0.1
S -1.07899 -3.04198 -1.18788 0.0 0.0 0.1
P 1.51009 0.41214 -0.87927 -0.2 0.1 0.0
P -1.13494 -1.06634 -1.10913 -0.1 0.2 0.0
O -0.95874 -1.14451 2.32472 -0.1 0.0 0.1
N -0.41705 1.41771 2.14170 0.1 -0.1 0.0
C -0.10009 2.67893 1.98370 0.0 0.1 0.0
C 1.31106 -3.15997 1.44207 0.0 0.0 0.0
C -1.09217 0.46309 -5.49922 0.0 0.0 0.0
C -2.79118 -0.52680 -0.52850 0.0 0.0 0.0
C 3.60129 -1.53000 5.39214 0.0 0.0 0.0
C -1.46521 1.32071 -4.47344 0.0 0.0 0.0
C 2.44158 -2.31312 3.36973 0.0 0.0 0.0
C -0.99831 3.71401 2.29710 0.0 0.0 0.0
C 3.06004 -1.72031 -4.64663 0.0 0.0 0.0
C -1.63394 1.08485 2.62610 -0.1 0.0 0.0
C 3.92910 -3.79183 4.66347 0.0 0.0 0.0
C 1.90166 -4.42565 1.63450 0.0 0.0 0.0
C 3.05138 -3.58737 3.56909 0.0 0.0 0.0
C -0.79317 -1.30445 -3.89312 0.0 0.0 0.0
C -3.83527 1.58183 3.46851 0.0 0.0 0.0
C 1.55360 2.19772 -1.28722 0.0 0.0 -0.1
C -2.59541 2.05331 2.98796 0.0 0.0 0.0
C -0.76245 -0.85149 -5.20452 0.0 0.0 0.0
C -5.12525 -0.98729 -0.13480 0.0 0.0 0.0
C 0.38765 2.94863 -1.27591 0.0 0.0 0.0
C 1.56735 -2.09093 2.26186 -0.1 0.0 -0.2
C 2.26372 0.29868 -3.61244 0.0 0.0 0.0
C 0.42173 4.31300 -1.54221 0.0 0.0 0.0
C -1.86901 -0.33474 2.70339 0.0 0.0 0.0
C 4.20618 -2.79472 5.55137 0.0 0.0 0.0
C 2.76438 -4.63910 2.66964 0.0 0.0 0.0
C -4.08288 0.23761 3.56114 0.0 0.0 0.0
C 1.62978 4.93178 -1.82330 0.0 0.0 0.0
C 0.02701 -0.10718 -0.25640 0.5 -0.8 0.3
C 2.75844 -1.32657 4.34023 0.0 0.0 0.0
C -5.34549 0.34314 0.19027 0.0 0.0 0.0
C -1.50003 0.86277 -3.16405 0.0 0.0 0.0
C 2.76684 2.82882 -1.55942 0.0 0.0 0.0
C -1.15286 -0.45112 -2.85500 0.0 0.0 0.0
C -3.01518 0.80073 -0.16783 0.0 0.0 0.0
C -4.28557 1.23964 0.17433 0.0 0.0 0.0
C -2.23197 3.40494 2.80011 0.0 0.0 0.0
C 2.15888 -0.36332 -2.39378 0.0 0.0 0.0
C 2.94107 -2.38934 -3.43422 0.0 0.0 0.0
C -3.85634 -1.41891 -0.49907 0.0 0.0 0.0
C 2.80511 4.18662 -1.82964 0.0 0.0 0.0
C 2.49351 -1.71454 -2.31095 0.0 0.0 0.0
C -3.12297 -0.70654 3.19069 0.0 0.0 0.0
C 2.71982 -0.37910 -4.73544 0.0 0.0 0.0
H 3.68367 2.25040 -1.54309 0.0 0.0 0.0
H 4.87715 -2.96477 6.38405 0.0 0.0 0.0
H 4.37787 -4.77188 4.78224 0.0 0.0 0.0
H 3.75214 4.66924 -2.03785 0.0 0.0 0.0
H -0.54066 -2.32993 -3.65452 0.0 0.0 0.0
H -4.44403 2.27410 0.45637 0.0 0.0 0.0
H -5.94315 -1.69665 -0.09859 0.0 0.0 0.0
H -5.04515 -0.10973 3.91235 0.0 0.0 0.0
H -0.47114 -1.52969 -5.99771 0.0 0.0 0.0
H -0.69994 4.74204 2.14037 0.0 0.0 0.0
H 0.62691 -3.04046 0.61025 0.0 0.0 0.0
H 3.19169 -3.44044 -3.36481 0.0 0.0 0.0
H -3.67134 -2.45623 -0.74828 0.0 0.0 0.0
H 1.66106 -5.22883 0.94678 0.0 0.0 0.0
H 3.40963 -2.24974 -5.52493 0.0 0.0 0.0
H -0.49588 4.88894 -1.52681 0.0 0.0 0.0
H 2.79228 0.13976 -5.68348 0.0 0.0 0.0
H -2.17322 1.48320 -0.13735 0.0 0.0 0.0
H 3.22957 -5.60571 2.82861 0.0 0.0 0.0
H -1.73840 2.34630 -4.69196 0.0 0.0 0.0
H 1.97483 1.33893 -3.69430 0.0 0.0 0.0
H -1.82169 1.53480 -2.38093 0.0 0.0 0.0
H 0.89016 2.88607 1.59307 0.0 0.0 0.0
H 3.79933 -0.73766 6.10143 0.0 0.0 0.0
H -2.93849 4.18406 3.05464 0.0 0.0 0.0
H -1.06518 0.81755 -6.52298 0.0 0.0 0.0
H 2.38939 -2.23174 -1.36352 0.0 0.0 0.0
H -0.54114 2.45187 -1.02818 0.0 0.0 0.0
H 1.66108 5.99426 -2.03191 0.0 0.0 0.0
H -6.33493 0.67914 0.47746 0.0 0.0 0.0
```
Positions in Å, forces in eV/Å.

LUMO energy (spin up / spin down) (hartree): 0.0751 / 0.0804
HOMO energy (spin up / spin down) (eV): -4.5942 / -4.7264
Energy (eV): -272477.5361
Relative energy (zero: lowest compared OMol25 entry of this formula, charge and spin) (kcal/mol): 11.1
Net charge: -1
Orbital gap (spin up / spin down) (eV): 6.639 / 6.913
Expectation value of S²: 0.9879
Multiplicity: 2